(1)
An isolated molecule of C3H2N4O, computed with wB97M-V/def2-TZVPD.

Its total charge is 0.

CARTESIAN COORDINATES (ANGSTROEM)
O  -2.491  0.793  0.678
C  -1.938  -0.185  0.320
C  -0.425  -0.078  -0.646
C  0.696  0.729  -0.133
N  1.901  1.302  0.261
N  2.626  0.231  0.473
N  2.006  -0.948  0.294
N  0.808  -0.578  -0.027
H  -2.453  -1.141  0.442
H  -0.730  -0.125  -1.662

Force components x, y, z for each atom (eV/Å):
O 0.350 0.772 0.157
C 1.727 0.164 -1.731
C -3.109 0.757 2.859
C 0.954 -0.034 1.145
N -2.276 -1.059 -1.496
N 0.934 -1.636 0.817
N 2.743 0.915 0.400
N -2.268 1.315 -0.893
H 0.566 -0.747 -0.093
H 0.378 -0.446 -1.166

***

(2)
A cluster of 2 separate species, C4H7NO in total, computed with wB97M-V/def2-TZVPD.

Its total charge is 0.

CARTESIAN COORDINATES (ANGSTROEM)
O  -0.977  -1.712  -2.226
C  -0.449  0.429  -0.396
C  -0.097  1.667  0.406
C  0.939  0.646  0.658
N  0.468  -0.243  1.717
C  -0.067  -0.636  0.439
H  -1.923  -1.768  -2.042
H  -0.756  -0.796  -1.947
H  -0.659  1.886  1.315
H  0.133  2.537  -0.203
H  1.945  0.588  0.260
H  1.188  -0.910  1.993
H  0.087  -1.640  0.044

Force components x, y, z for each atom (eV/Å):
O -0.167 0.064 -0.027
C -0.054 -0.095 0.110
C 0.057 0.144 0.065
C 0.421 0.348 0.068
N 0.056 0.007 0.023
C -0.142 -0.281 -0.241
H 0.120 -0.071 -0.110
H -0.020 -0.091 0.002
H 0.070 -0.039 -0.108
H -0.046 -0.161 0.088
H -0.182 -0.027 0.054
H -0.083 0.050 -0.053
H -0.030 0.153 0.129

***

(3)
A cluster of 4 separate species, H9O4 in total, computed with wB97M-V/def2-TZVPD.

Its total charge is +1.

CARTESIAN COORDINATES (ANGSTROEM)
O  0.582  0.676  -1.002
H  0.274  -0.290  -0.819
H  1.537  0.536  -0.849
H  0.391  1.251  -0.191
O  -1.767  -0.413  -0.412
H  -2.522  -0.251  -1.002
H  -2.171  -1.104  0.127
O  0.293  1.746  1.357
H  -0.300  1.467  2.070
H  0.802  2.523  1.624
O  1.027  -1.817  -0.564
H  1.252  -1.651  0.357
H  0.603  -2.673  -0.696

Force components x, y, z for each atom (eV/Å):
O 0.967 -0.529 0.715
H -0.415 0.415 -0.324
H 0.302 0.198 -0.829
H -0.926 -0.139 0.338
O -0.889 -0.395 -0.056
H 0.468 0.412 -0.188
H 0.397 -0.073 0.319
O 0.243 -0.047 -0.327
H 0.177 0.302 -0.180
H -0.304 -0.136 0.264
O -0.071 0.861 -0.323
H -0.055 -0.896 0.191
H 0.107 0.028 0.400

***

F_max values (in eV/Å) by entry order: 4.291, 0.551, 1.314.
ΔE to the lowest compared entry with this formula, charge and spin values (in kJ/mol) by entry order: 487.3, 500.8, 93.0.